{
  "formula": "C27H47Ge2N6O2S4SbZn",
  "method": "ωB97M-V with the def2-TZVPD basis set",
  "species": ["Zn", "S", "Sb", "S", "S", "S", "N", "C", "C", "C", "C", "N", "C", "N", "N", "C", "O", "O", "H", "H", "H", "H", "H", "H", "H", "H", "H", "H", "H", "H", "H", "H", "C", "Ge", "C", "C", "Ge", "C", "C", "C", "C", "C", "C", "C", "C", "C", "C", "C", "C", "H", "H", "H", "H", "H", "H", "H", "H", "H", "H", "H", "H", "H", "H", "H", "H", "H", "H", "H", "C", "C", "N", "C", "C", "C", "C", "N", "H", "H", "H", "H", "H", "H", "H", "H", "H", "H", "H", "H", "H", "H"],
  "xyz": [[-1.1897, -0.4592, -0.1839], [-1.1161, 2.0108, 4.0076], [-1.1377, 2.4450, 1.7590], [1.0845, -0.1300, 0.5758], [-2.8107, 1.0015, 0.7391], [-1.7742, 4.7000, 1.3524], [-0.9699, 1.0183, -1.9886], [-2.1630, 0.7026, -2.7666], [-2.1385, 1.2673, -4.1732], [-2.2256, 2.7819, -4.1697], [-3.6415, 3.3109, -3.9638], [-4.2019, 3.0641, -2.6262], [-3.7439, 3.5995, -1.4839], [-2.8673, 4.6139, -1.4811], [-4.2164, 3.1480, -0.3231], [-2.4115, -0.8301, -2.7642], [-3.0881, -1.3102, -3.6722], [-1.9181, -1.4586, -1.7676], [-0.9548, 1.9900, -1.7001], [-0.1478, 0.8444, -2.5583], [-3.0112, 1.0941, -2.1980], [-2.9463, 0.8209, -4.7567], [-1.2078, 0.9504, -4.6538], [-1.8753, 3.1763, -5.1276], [-1.5576, 3.1824, -3.4010], [-4.3236, 2.8489, -4.6756], [-3.6607, 4.3874, -4.1573], [-4.7526, 2.2302, -2.5044], [-2.4793, 4.9444, -2.3435], [-2.3092, 4.6804, -0.6380], [-4.4059, 2.1489, -0.2653], [-3.6658, 3.4506, 0.5086], [3.6241, 3.4882, -0.3773], [2.9585, 2.3567, -1.8419], [1.4688, 3.4358, -2.5734], [4.3408, 2.4132, -3.2609], [2.3935, 0.0534, -1.1457], [4.0964, -0.8150, -0.6436], [5.3056, -0.1223, -0.6294], [6.4848, -0.7425, -0.2312], [6.4668, -2.0713, 0.1657], [5.2706, -2.7779, 0.1514], [4.0982, -2.1523, -0.2473], [1.6809, -0.8885, -2.7249], [1.1124, -2.1531, -2.5837], [0.5595, -2.8100, -3.6739], [0.5540, -2.2070, -4.9233], [1.1136, -0.9467, -5.0821], [1.6738, -0.2955, -3.9888], [3.8946, 4.4635, -0.7893], [4.4958, 3.0648, 0.1232], [2.8396, 3.6306, 0.3674], [1.8876, 4.3633, -2.9734], [0.7685, 3.6970, -1.7754], [0.9278, 2.9319, -3.3774], [4.6344, 3.4563, -3.4069], [3.9589, 2.0248, -4.2067], [5.2278, 1.8384, -2.9936], [5.3315, 0.9194, -0.9285], [7.4173, -0.1906, -0.2301], [7.3829, -2.5521, 0.4881], [5.2526, -3.8171, 0.4578], [3.1666, -2.7081, -0.2460], [1.0632, -2.6119, -1.6017], [0.1005, -3.7809, -3.5354], [0.0979, -2.7059, -5.7691], [1.1031, -0.4652, -6.0539], [2.1009, 0.6948, -4.1196], [-4.5705, -2.5218, 4.2441], [-3.8567, -3.6151, 3.4474], [-2.5773, -3.1999, 2.8913], [-1.4090, -3.2785, 3.7614], [-1.0963, -2.0015, 4.5392], [-2.4779, -2.5774, 1.6826], [-3.6843, -2.5320, 0.7876], [-1.3984, -2.0200, 1.2533], [-5.5937, -2.8298, 4.4721], [-4.6034, -1.5932, 3.6718], [-4.0600, -2.3177, 5.1849], [-4.5061, -3.9491, 2.6434], [-3.6739, -4.4793, 4.0886], [-0.5472, -3.5562, 3.1485], [-1.5808, -4.1055, 4.4524], [-0.9906, -1.1313, 3.8896], [-0.1591, -2.1243, 5.0864], [-1.8826, -1.7709, 5.2580], [-4.2223, -3.4783, 0.7572], [-3.3511, -2.2865, -0.2182], [-4.3596, -1.7423, 1.1268], [-0.6286, -2.0117, 1.9118]],
  "forces_ev_per_angstrom": [[0.34, 0.03, -0.02], [0.06, -0.04, -0.28], [-0.27, 0.20, 0.43], [-0.13, -0.02, 0.00], [0.67, -0.64, 0.60], [0.17, -0.54, 0.20], [-0.05, 0.01, -0.13], [-0.06, -0.59, 0.14], [-0.02, 0.00, -0.07], [-0.05, 0.07, -0.28], [0.15, 0.20, 0.46], [-0.09, 0.06, -0.34], [0.10, 0.45, 0.07], [-0.98, -0.66, -1.22], [-0.04, 0.81, 0.01], [0.12, 0.04, -0.01], [0.03, 0.03, 0.11], [-0.15, -0.19, -0.06], [0.03, -0.03, 0.14], [0.10, -0.04, 0.07], [0.18, -0.09, -0.05], [-0.03, 0.03, 0.02], [0.03, -0.04, 0.03], [0.01, 0.06, 0.00], [0.00, 0.09, -0.11], [-0.02, -0.01, 0.01], [-0.13, -0.01, 0.05], [-0.12, 0.07, -0.08], [0.00, -0.05, -0.16], [0.53, 0.44, 1.10], [-0.01, 0.23, -0.03], [-0.39, 0.09, -0.56], [-0.01, -0.13, 0.06], [-0.01, 0.12, -0.02], [-0.06, -0.12, 0.01], [-0.03, 0.00, 0.04], [0.17, 0.17, -0.08], [0.01, 0.11, -0.05], [-0.04, -0.08, 0.00], [-0.02, -0.02, 0.00], [0.02, 0.02, -0.02], [-0.01, 0.00, 0.00], [0.01, 0.01, -0.04], [0.00, 0.08, 0.02], [-0.03, 0.03, -0.05], [-0.01, -0.02, 0.07], [0.03, 0.04, -0.03], [0.00, 0.03, 0.00], [0.02, -0.06, 0.06], [0.00, -0.02, 0.01], [-0.02, 0.00, -0.02], [0.02, -0.02, -0.01], [0.00, -0.03, 0.03], [0.00, -0.03, -0.03], [0.01, 0.00, 0.02], [0.00, -0.04, -0.02], [0.02, 0.02, 0.02], [-0.02, 0.01, -0.02], [0.04, 0.00, 0.03], [-0.02, 0.02, 0.02], [-0.02, -0.02, -0.02], [-0.01, 0.00, 0.00], [0.02, 0.00, 0.06], [-0.03, 0.01, -0.01], [-0.02, 0.02, -0.02], [-0.01, -0.01, 0.02], [0.00, -0.01, 0.02], [-0.01, -0.03, -0.04], [0.03, -0.04, -0.02], [-0.04, 0.19, 0.05], [-0.02, -0.14, 0.04], [0.03, 0.15, 0.00], [0.00, 0.01, -0.01], [0.03, 0.05, -0.01], [0.02, 0.07, -0.01], [-0.01, -0.13, -0.10], [0.02, 0.01, 0.01], [-0.02, -0.01, 0.02], [-0.01, 0.03, -0.02], [0.01, -0.05, -0.02], [0.01, -0.05, -0.02], [-0.02, -0.06, 0.01], [0.00, -0.03, -0.01], [-0.02, 0.00, 0.02], [-0.03, 0.01, 0.00], [0.02, 0.00, -0.01], [0.02, 0.01, 0.00], [0.01, 0.01, 0.00], [-0.02, -0.05, 0.03], [0.02, 0.00, -0.04]],
  "mulliken_charge": [1.832, -0.594, 0.542, -0.915, -0.888, -0.710, 1.760, 0.615, -0.448, 0.599, -1.616, -0.082, 0.890, -0.193, -0.425, -0.174, -0.823, -0.812, -0.428, -0.993, -0.206, 0.480, -0.043, 0.513, -0.447, 0.515, 0.377, 0.355, 0.287, -0.072, 0.293, -0.020, -1.310, 0.566, -1.166, -1.343, 0.109, 0.140, 0.127, -0.807, -0.394, -0.786, -0.169, -0.066, -0.121, -0.751, -0.423, -0.665, 0.511, 0.439, 0.351, 0.375, 0.582, 0.208, 0.291, 0.507, 0.406, 0.377, -0.014, 0.385, 0.353, 0.375, 0.298, 0.104, 0.353, 0.354, 0.422, -0.058, -1.029, -0.663, 0.224, -1.194, -0.543, 1.158, -1.296, -0.326, 0.392, 0.245, 0.285, 0.326, 0.351, 0.525, 0.355, 0.068, 0.342, 0.242, 0.553, -0.062, 0.209, 0.111],
  "total_charge": -1,
  "e_above_lowest_kcal_mol": 0.0,
  "homo_ev": [-4.09, -4.72],
  "multiplicity": 2,
  "gap_ev": [6.352, 6.091],
  "s2": 0.763
}


{
  "formula": "C27H48ClO2PTi",
  "method": "ωB97M-V with the def2-TZVPD basis set",
  "species": ["Ti", "P", "Cl", "C", "H", "H", "C", "C", "C", "H", "C", "H", "H", "C", "H", "H", "C", "H", "H", "C", "H", "H", "H", "H", "C", "C", "H", "C", "H", "H", "C", "H", "H", "C", "H", "H", "C", "H", "H", "H", "H", "C", "H", "C", "H", "H", "C", "H", "H", "C", "H", "H", "C", "H", "H", "H", "H", "C", "C", "H", "C", "H", "C", "H", "H", "C", "H", "H", "C", "H", "H", "H", "H", "C", "O", "C", "O", "H", "H", "H"],
  "xyz": [[-0.3324, 0.0933, -0.0153], [1.9075, 0.7931, -1.1089], [-1.3406, 0.6691, -2.0829], [0.6818, -1.6676, -0.0834], [1.3812, -2.4379, 0.2660], [0.2548, -2.1631, -0.9873], [1.4089, 2.5357, -1.5774], [2.1053, -0.1915, -2.6837], [2.5140, 3.4980, -2.0476], [0.7325, 2.3644, -2.4305], [1.8804, 4.8020, -2.5536], [3.1950, 3.7224, -1.2139], [3.1203, 3.0532, -2.8528], [0.9604, 5.4544, -1.5095], [2.6755, 5.5008, -2.8446], [1.2973, 4.5813, -3.4577], [-0.0572, 4.4730, -0.9221], [1.5774, 5.8666, -0.7020], [0.4370, 6.3016, -1.9688], [0.5891, 3.1621, -0.4418], [-0.5899, 4.9436, -0.0880], [-0.8078, 4.2279, -1.6820], [1.2464, 3.3764, 0.4136], [-0.2231, 2.4909, -0.0901], [3.6410, 0.8624, -0.3430], [2.9250, -1.4672, -2.4462], [1.0611, -0.4939, -2.8754], [2.8675, -2.3825, -3.6746], [3.9726, -1.2130, -2.2327], [2.5336, -1.9928, -1.5682], [3.2862, -1.6629, -4.9619], [3.5076, -3.2566, -3.5101], [1.8381, -2.7504, -3.7905], [2.5636, -0.3222, -5.1599], [4.3718, -1.4884, -4.9434], [3.0885, -2.3106, -5.8241], [2.5949, 0.5785, -3.9163], [3.0016, 0.2163, -6.0089], [1.5124, -0.5210, -5.4133], [3.6216, 0.9417, -3.7552], [1.9690, 1.4640, -4.0961], [3.6890, 1.7865, 0.8817], [3.7734, -0.1809, 0.0015], [5.0178, 1.6309, 1.6279], [3.5670, 2.8312, 0.5601], [2.8622, 1.5690, 1.5685], [6.2350, 1.8355, 0.7200], [5.0468, 2.3434, 2.4587], [5.0595, 0.6244, 2.0641], [6.1465, 1.0219, -0.5768], [6.3279, 2.9006, 0.4730], [7.1467, 1.5590, 1.2623], [4.8012, 1.1889, -1.2953], [6.9553, 1.3083, -1.2581], [6.2853, -0.0422, -0.3422], [4.7063, 2.2246, -1.6517], [4.7854, 0.5473, -2.1865], [0.4865, 0.4644, 1.9661], [1.2214, -0.8599, 1.7193], [1.0010, 1.3914, 1.6966], [0.9775, -1.9571, 2.7187], [2.2925, -0.7641, 1.4389], [-0.3999, -1.8712, 3.4077], [1.0403, -2.9424, 2.2359], [1.7359, -1.9760, 3.5249], [-0.6181, -0.5258, 4.0951], [-1.1936, -2.0518, 2.6739], [-0.4885, -2.6616, 4.1679], [-0.4055, 0.6800, 3.1522], [-1.6230, -0.4821, 4.5395], [0.0761, -0.4387, 4.9444], [-1.3931, 1.0574, 2.8304], [-0.0268, 1.4979, 3.7838], [-4.2752, -0.0022, 1.7151], [-2.8935, 0.2940, 1.3970], [-2.2167, -0.6906, 0.7618], [-2.6368, -1.8283, 0.5813], [-4.3151, -0.8052, 2.4723], [-4.8262, -0.2801, 0.8086], [-4.6499, 0.9408, 2.1331]],
  "forces_ev_per_angstrom": [[0.78, -2.80, -0.85], [0.72, 1.07, -0.19], [0.13, -0.04, 0.38], [0.62, -0.25, 0.65], [0.06, 0.38, -0.44], [-1.02, 0.79, 0.50], [0.67, -0.32, -0.46], [-0.25, 0.28, 0.17], [-0.26, 0.22, -0.09], [0.04, 0.06, 0.24], [0.02, 0.03, 0.05], [-0.14, 0.01, -0.19], [-0.25, 0.11, 0.32], [0.22, -0.07, -0.08], [-0.19, -0.05, 0.01], [0.07, 0.01, 0.08], [-0.08, -0.10, 0.06], [-0.02, -0.04, -0.01], [0.06, -0.11, 0.13], [-0.03, 0.40, -0.22], [0.03, -0.03, -0.12], [0.04, -0.04, 0.04], [-0.13, -0.13, -0.04], [0.31, 0.31, -0.13], [-0.63, -0.19, -0.34], [0.07, -0.01, -0.12], [0.24, 0.02, -0.04], [-0.14, 0.08, -0.04], [-0.18, -0.09, -0.06], [0.15, 0.05, -0.16], [0.13, 0.14, 0.05], [-0.12, 0.07, -0.04], [0.12, 0.03, 0.04], [-0.19, -0.09, 0.04], [-0.12, -0.01, 0.04], [0.08, 0.09, 0.10], [0.20, -0.03, -0.09], [-0.10, -0.10, 0.08], [0.13, 0.04, 0.03], [-0.25, -0.09, -0.08], [0.12, -0.22, 0.05], [0.02, -0.04, 0.06], [0.08, 0.23, -0.02], [0.01, -0.01, -0.06], [0.05, -0.22, 0.06], [0.24, 0.04, -0.14], [-0.02, 0.04, -0.07], [0.05, -0.12, -0.03], [-0.02, 0.06, -0.02], [-0.08, -0.08, 0.06], [-0.05, -0.06, -0.01], [-0.10, 0.10, -0.07], [0.13, 0.13, -0.06], [-0.04, -0.07, 0.12], [0.01, 0.07, -0.03], [0.05, -0.27, 0.12], [0.03, 0.23, 0.35], [1.78, -2.43, -0.56], [-0.84, 3.40, 1.54], [0.24, -0.47, -0.17], [-0.92, -0.84, 0.46], [-1.07, -0.10, -0.37], [-0.15, -0.04, 0.01], [0.13, 0.24, 0.08], [0.05, 0.44, -0.54], [0.18, 0.08, -0.01], [0.18, 0.01, 0.04], [0.14, 0.07, -0.29], [-1.32, 0.27, 0.85], [0.21, -0.02, -0.20], [-0.01, -0.09, -0.19], [0.42, -0.28, 0.05], [0.28, -0.10, -0.32], [0.20, 0.27, 0.48], [-1.41, -0.42, 0.00], [1.10, -0.66, -0.64], [-0.37, 1.34, 0.50], [-0.14, 0.30, -0.44], [0.15, -0.02, 0.30], [-0.11, -0.39, -0.11]],
  "mulliken_charge": [-1.130, 0.539, -0.501, -1.102, 0.452, 0.433, -0.449, -0.037, -0.849, 1.207, -0.929, 0.237, 0.226, -0.773, 0.405, 0.378, -0.998, 0.314, 0.423, 0.722, 0.407, 0.385, 0.261, -0.599, -0.090, -0.598, 0.826, -0.917, 0.206, 0.084, -0.697, 0.411, 0.359, -0.951, 0.313, 0.378, -0.509, 0.404, 0.369, 0.129, 0.301, -0.219, 0.895, -0.916, 0.303, -0.236, -0.764, 0.426, 0.359, -1.041, 0.342, 0.414, -0.255, 0.421, 0.367, 0.135, 0.128, -0.498, 1.026, 0.508, -0.482, -0.066, -0.626, 0.330, 0.411, -0.873, 0.112, 0.457, -1.048, 0.320, 0.374, 0.231, 0.411, -0.822, -0.097, 0.730, -0.601, 0.275, 0.283, 0.244],
  "homo_ev": [-7.29, -7.41],
  "gap_ev": [7.308, 7.355]
}


no.,largest force on an atom (eV/A)
1,1.697
2,3.824